(1)
Here is a 2-piece molecular cluster, C5H11NO2S2 overall at a distorted geometry from OMol25. Energies are from the ωB97M-V functional and the def2-TZVPD basis.

```
21
Properties=species:S:1:pos:R:3
C -0.95084 1.39679 0.37523
C -0.17558 0.59293 1.37332
C -2.16170 0.56748 0.08657
C 1.53461 0.03420 -1.32404
C 1.62556 -1.16778 -0.52808
N -0.12944 -0.83987 0.86668
O -1.12569 -1.22819 -1.51608
O -2.38827 -2.04300 0.37265
S 3.02213 -1.51853 0.44863
S -1.47211 -1.09207 -0.15775
H -1.26779 2.25593 1.04549
H -0.53187 1.78118 -0.57729
H 0.78659 1.00777 1.68503
H -0.80206 0.49931 2.34879
H -2.81242 0.44069 0.93111
H -2.72018 0.82300 -0.77229
H 1.97170 0.83440 -0.70654
H 2.33563 -0.07067 -2.07540
H 0.65514 0.18135 -1.85587
H 1.21793 -2.07481 -0.93419
H 3.38867 -0.38011 0.91402
```

Net charge ... 0
Energy above the lowest of the compared OMol25 structures with the same formula, charge and spin ... 299.5 kJ/mol
Highest occupied orbital energy (spin up / spin down) ... -8.6 / -8.6 eV
LUMO (spin up / spin down) ... -0.3 / -0.3 eV

(2)
Here is C26H47N5O6S2Si4Sn as an isolated structure from OMol25. Energies are from the ωB97M-V functional and the def2-TZVPD basis.

```
91
Properties=species:S:1:pos:R:3
Sn -2.03993 -0.79114 -0.03035
N -6.42048 -2.30200 -0.25946
C -5.24105 -1.76888 0.10839
S -3.83116 -2.48722 -0.64548
N -5.27602 -0.81896 0.99439
N -4.04945 -0.30403 1.31422
C -4.03918 0.48148 2.31996
C -2.78970 1.03779 2.83569
C -2.80683 1.86861 3.94603
C -1.60143 2.37066 4.41630
C -0.43731 2.04322 3.74315
C -0.52386 1.21022 2.63336
N -1.66356 0.69412 2.20213
H -6.45826 -3.04522 -0.93091
H -7.26624 -1.93550 0.14226
H -4.97592 0.72565 2.81534
H -3.74560 2.11538 4.42238
H -1.57626 3.01195 5.28690
H 0.52440 2.42334 4.05672
H 0.36405 0.95310 2.06781
C 2.47507 -2.67471 0.39908
C 1.50529 -1.59882 0.88602
C 1.61677 -1.47035 2.40610
O 0.14660 -2.00983 0.60182
C 1.89894 -0.25551 0.23797
O 3.00497 0.17475 0.47158
O 1.02101 0.38347 -0.52439
H 2.31181 -3.58455 0.97815
H 3.50021 -2.34562 0.55343
H 2.34989 -2.89480 -0.65953
H 1.62275 -2.46847 2.84230
H 0.76256 -0.93410 2.82065
H 2.53871 -0.96026 2.67771
H 0.18841 -2.81830 0.07295
N -1.17738 -2.67844 -2.02345
C 0.12459 -3.06078 -2.47398
C 0.49205 -4.39316 -2.57864
C 1.79973 -4.72317 -2.92416
C 2.72892 -3.72874 -3.17791
C 2.34570 -2.39652 -3.08987
C 1.05550 -2.06320 -2.72539
S 4.43668 -4.09533 -3.59525
O 4.51862 -5.54111 -3.50065
O 4.57264 -3.54867 -4.93426
O 5.17305 -3.36515 -2.57349
H -1.82792 -3.45672 -2.03900
H -1.57177 -1.96282 -2.62753
H -0.23332 -5.17329 -2.37174
H 2.11862 -5.75436 -2.99695
H 3.09071 -1.63201 -3.27428
H 0.76013 -1.02913 -2.61107
C 0.49673 3.46859 -4.24314
Si 0.59423 1.69835 -3.59158
C -1.18867 1.06276 -3.53808
C 1.57314 0.78552 -4.90142
Si 1.50105 1.87129 -1.41781
Si 0.32359 3.62841 -0.37823
C -1.52281 3.26342 -0.31638
C 0.97706 4.12633 1.31756
C 0.53824 5.20077 -1.39403
Si 3.83309 2.29011 -1.37455
C 4.47665 2.79296 0.31218
C 4.02660 3.81574 -2.47327
C 4.82844 0.92326 -2.15686
H 0.40486 3.42498 -5.33094
H 1.38186 4.06222 -4.01257
H -0.37584 4.00185 -3.85637
H -1.39835 0.44017 -4.41114
H -1.87901 1.90835 -3.55513
H -1.43130 0.47735 -2.64696
H 0.91739 0.66236 -5.76747
H 1.96241 -0.19188 -4.63607
H 2.41897 1.40257 -5.21290
H -1.74299 2.24650 0.01212
H -1.96109 3.39544 -1.30781
H -2.02601 3.94869 0.37145
H 1.14534 3.31744 2.02312
H 0.26393 4.82641 1.76225
H 1.92442 4.65140 1.19227
H -0.10074 5.23609 -2.28013
H 1.56737 5.33552 -1.72539
H 0.28322 6.05608 -0.76278
H 3.74408 3.37986 0.86492
H 5.36616 3.41332 0.17851
H 4.73940 1.92538 0.91389
H 3.65247 4.72077 -1.99342
H 3.53539 3.71462 -3.44219
H 5.09185 3.96793 -2.66572
H 4.87900 0.03035 -1.53531
H 5.84780 1.28142 -2.32225
H 4.42243 0.63916 -3.12943
```

Net charge ... 0
Energy above the lowest of the compared OMol25 structures with the same formula, charge and spin ... 0.0 kJ/mol
Highest occupied orbital energy ... -7.4 eV
LUMO ... -2.0 eV

(3)
Here is one molecule with the formula C3H7ClN2O2 at a distorted geometry from OMol25. Energies are from the ωB97M-V functional and the def2-TZVPD basis.

```
15
Properties=species:S:1:pos:R:3
C -1.05904 0.41545 0.36499
C 1.21709 -0.22113 -0.60627
C 0.49706 0.55592 0.51229
N 0.78877 -0.07900 1.79554
N 1.81275 0.31456 2.42034
O 2.58493 1.14329 2.11061
O 1.89636 -0.37264 3.67072
Cl 3.26941 -1.43623 3.45157
H -1.52660 1.45138 0.30315
H -1.29265 -0.26967 -0.51827
H -1.46296 -0.10221 1.26742
H 1.88889 -0.98737 -0.13092
H 2.00111 0.43647 -1.20327
H 0.42701 -0.72866 -1.25537
H 0.90003 1.55906 0.45295
```

Structure (SMILES) ... CC(C)/N=[N+](\[O-])OCl
Net charge ... 0
Energy above the lowest of the compared OMol25 structures with the same formula, charge and spin ... 523.2 kJ/mol
Highest occupied orbital energy ... -10.3 eV
LUMO ... -1.0 eV

(4)
Here is C32H28F6LiN4O2SbSe as an isolated structure from OMol25. Energies are from the ωB97M-V functional and the def2-TZVPD basis.

```
75
Properties=species:S:1:pos:R:3
Li -1.82927 -0.66234 -2.04341
C -1.98840 1.13912 -4.72992
O -1.88313 1.10259 -3.31466
C -1.99302 2.27557 -2.63011
C -2.20952 3.50481 -3.23667
C -2.28782 4.65446 -2.45766
C -2.15268 4.57694 -1.08114
C -1.94238 3.34561 -0.47654
C -1.86230 2.18491 -1.23372
N -1.65625 0.88112 -0.71829
N -1.42147 0.86281 0.52225
C -1.11712 -0.31124 1.14294
C -0.91243 -1.57087 0.47216
O -1.10993 -1.78270 -0.74596
C -0.41772 -2.66744 1.29728
C -0.26142 -2.55965 2.62790
C -0.56161 -1.34105 3.32656
C -0.45148 -1.26265 4.72315
C -0.75926 -0.10478 5.39561
C -1.18032 1.01322 4.66341
C -1.28910 0.95872 3.29438
C -0.98314 -0.22071 2.58194
H -1.24302 1.81693 -5.15504
H -2.99152 1.43994 -5.03719
H -1.80857 0.12351 -5.06881
H -2.32514 3.57498 -4.30828
H -2.45904 5.60944 -2.93801
H -2.21458 5.47214 -0.47579
H -1.83573 3.26066 0.59588
H -0.21518 -3.59182 0.76980
H 0.08965 -3.40718 3.20875
H -0.12191 -2.14301 5.26506
H -0.68481 -0.05637 6.47522
H -1.42733 1.93310 5.18100
H -1.62643 1.82331 2.74120
C 2.95224 -0.36028 6.25771
C 2.80167 -0.32378 4.76306
C 3.11021 -1.42925 3.98335
C 2.93632 -1.42440 2.60503
C 3.28910 -2.65623 1.81963
C 2.43824 -0.26130 1.98433
Se 2.13404 -0.23186 0.13383
C 2.13424 0.87818 2.76488
C 1.61139 2.14222 2.14439
C 2.32247 0.82140 4.13505
H 3.34428 -1.32017 6.59359
H 1.98549 -0.19850 6.73949
H 3.62705 0.42458 6.60586
H 3.48430 -2.32841 4.46249
H 3.59116 -3.46083 2.49086
H 4.10538 -2.45863 1.12313
H 2.44036 -2.98969 1.22262
H 0.69182 1.95815 1.58647
H 2.33387 2.55293 1.43649
H 1.41125 2.88510 2.91672
H 2.06579 1.68707 4.73668
F -3.93799 -0.91231 -2.58519
Sb -3.77642 -2.40302 -3.77590
F -5.63697 -2.67564 -3.81301
F -3.59999 -3.55059 -2.29778
F -3.39998 -3.83262 -4.94157
F -1.90271 -1.95648 -3.65921
F -3.90980 -1.23062 -5.25697
N 3.45617 -1.07599 -7.30893
C 2.86441 -0.91910 -6.33680
C 2.12932 -0.72229 -5.11221
C 1.89157 0.56660 -4.64325
C 1.18339 0.70255 -3.46237
N 0.73337 -0.33221 -2.75845
C 0.96722 -1.55850 -3.21118
C 1.65868 -1.80892 -4.38945
H 2.24792 1.43050 -5.18664
H 0.96632 1.68561 -3.05722
H 0.56907 -2.36543 -2.60741
H 1.81913 -2.81996 -4.73540
```

<S²> ... 0.768
Net charge ... -1
Highest occupied orbital energy (spin up / spin down) ... -4.7 / -4.8 eV
2S+1 ... 2
LUMO (spin up / spin down) ... 2.0 / 0.5 eV

(5)
Here is C4H6CdO3 as an isolated structure at a distorted geometry from OMol25. Energies are from the ωB97M-V functional and the def2-TZVPD basis.

```
14
Properties=species:S:1:pos:R:3
H -3.76678 -0.84378 -0.27131
C -3.53549 0.70903 -0.44512
H -3.34098 1.72377 -0.82280
H -3.82237 0.76723 0.61613
C -3.01740 -0.33782 -1.09257
O 0.86795 -1.71113 -0.96141
C 1.33557 -0.76293 -0.26191
O 0.58333 0.19505 0.08287
Cd -0.86941 -0.72026 -0.96073
O 2.59990 -0.81385 0.07961
C 3.13216 0.25715 0.86504
H 3.04792 1.20409 0.31979
H 2.60214 0.32483 1.82183
H 4.18347 0.00862 1.03057
```

<S²> ... 0.757
Net charge ... +1
Energy above the lowest of the compared OMol25 structures with the same formula, charge and spin ... 0.0 kJ/mol
Highest occupied orbital energy (spin up / spin down) ... -14.7 / -14.7 eV
2S+1 ... 2
LUMO (spin up / spin down) ... -5.5 / -8.1 eV

(6)
Here is C25H23CrN8O9P2Se as an isolated structure at a distorted geometry from OMol25. Energies are from the ωB97M-V functional and the def2-TZVPD basis.

```
69
Properties=species:S:1:pos:R:3
Cr -0.31745 -0.46740 -0.38658
C -1.39052 3.50869 0.80290
C -0.99504 2.26529 0.08154
N -0.80694 1.10098 0.66152
N -0.96653 0.93350 2.02014
C -0.96101 -0.33759 2.28909
O -0.84016 -1.26465 1.35331
C -1.10454 -0.80482 3.68204
C -0.96095 -2.16000 3.96836
C -1.09501 -2.61101 5.27320
C -1.37053 -1.71351 6.29369
C -1.51098 -0.35975 6.01012
C -1.37837 0.09563 4.71068
C -0.79529 2.19463 -1.33670
C -1.04592 3.24001 -2.23827
C -0.87484 3.03042 -3.58239
C -0.44686 1.77183 -4.03711
C -0.21299 0.78386 -3.11506
N -0.36704 0.97632 -1.79361
H -1.32783 3.34690 1.87515
H -2.41690 3.79044 0.55536
H -0.74100 4.34070 0.52355
H -0.73694 -2.85519 3.16922
H -0.98208 -3.66482 5.49115
H -1.47517 -2.06636 7.31153
H -1.72580 0.34075 6.80655
H -1.48637 1.14527 4.47502
H -1.36530 4.20073 -1.85965
H -1.06100 3.83006 -4.28673
H -0.28930 1.57634 -5.08768
H 0.12401 -0.20365 -3.40516
C -2.08382 -3.36425 -3.31150
C -1.89210 -3.56598 -1.81454
O -2.40358 -4.83638 -1.44582
P -2.80869 -2.28887 -0.89090
O -4.28252 -2.39557 -1.44606
O -2.92512 -2.71923 0.61387
O -2.21140 -0.92059 -1.05883
P -0.12303 -3.46240 -1.28627
O 0.69842 -4.28607 -2.38251
O -0.05764 -4.09060 0.04886
O 0.30790 -2.00015 -1.45320
H -3.13875 -3.44569 -3.57081
H -1.53226 -4.13901 -3.84196
H -1.71903 -2.38330 -3.61984
H -1.97513 -5.08021 -0.60973
H -4.96355 -2.13140 -0.81503
H -2.15998 -2.33278 1.12150
H 1.13707 -3.70804 -3.01761
Se 2.15212 -1.94125 1.22420
N 1.61271 -0.40386 0.41807
C 2.59715 0.44741 0.46195
C 2.51639 1.82707 -0.11258
C 3.61579 2.70597 0.37176
C 4.73755 2.20064 0.97558
C 4.89596 0.85794 1.31867
C 3.79584 -0.01920 1.12380
N 3.74169 -1.25833 1.57056
H 1.52389 2.25321 0.04483
H 3.52583 3.76716 0.18974
H 5.52875 2.89485 1.23106
H 5.78702 0.49058 1.80440
O 2.98500 0.62092 -2.12989
N 2.63256 1.69714 -1.65983
C 2.40429 2.77274 -2.40522
C 1.98840 3.99100 -1.80313
N 1.65629 4.97559 -1.30907
C 2.59763 2.68352 -3.81201
N 2.76300 2.62383 -4.94769
```

<S²> ... 1.044
Net charge ... 0
Energy above the lowest of the compared OMol25 structures with the same formula, charge and spin ... 77.1 kJ/mol
Highest occupied orbital energy (spin up / spin down) ... -5.8 / -6.4 eV
2S+1 ... 2
LUMO (spin up / spin down) ... -2.5 / -1.7 eV

(7)
Here is C10H13N2O6Sr as an isolated structure at a distorted geometry from OMol25. Energies are from the ωB97M-V functional and the def2-TZVPD basis.

```
32
Properties=species:S:1:pos:R:3
O -5.25922 -4.28816 -2.03890
C -4.13856 -4.20725 -2.26325
Sr -0.06224 -1.34311 -1.66788
O -3.67795 -1.26967 -0.41516
C -2.57072 -1.21023 -0.73567
C 0.95488 -3.70785 -2.08025
O 1.90056 -4.37791 -2.30759
C -2.14558 -1.84364 -3.26069
O -3.05359 -1.88394 -3.97519
C -1.11137 -3.57143 -0.49319
O -1.71423 -4.49778 -0.15105
H 0.03923 -3.18672 -2.83135
C 0.44882 -0.40936 2.39218
N 0.82168 0.94392 1.99002
C 0.99663 1.93669 3.04350
C 0.89750 1.18070 0.65214
O 0.59948 0.19402 -0.10378
N 1.21517 2.36495 0.05731
C 1.65718 3.57392 0.75379
C 1.18153 2.38690 -1.41902
H 0.43984 -0.42303 3.48667
H 1.17534 -1.14538 2.01073
H -0.54831 -0.67691 2.00908
H 2.03415 2.32323 3.06039
H 0.30292 2.78563 2.90340
H 0.77863 1.45590 4.00813
H 2.52845 3.36629 1.39746
H 1.93720 4.28815 -0.01813
H 0.85606 4.01192 1.37108
H 1.90866 1.67337 -1.85442
H 0.15815 2.15710 -1.77561
H 1.44972 3.39967 -1.74475
```

Net charge ... +1
Energy above the lowest of the compared OMol25 structures with the same formula, charge and spin ... 0.0 kJ/mol
Highest occupied orbital energy ... -10.0 eV
LUMO ... -4.0 eV

Number 1: electronic energy -1198.5913 Eh. Number 2: electronic energy -3912.9359 Eh. Number 3: electronic energy -838.4641 Eh. Number 4: electronic energy -4854.4446 Eh. Number 5: electronic energy -549.0226 Eh. Number 6: electronic energy -6210.4304 Eh. Number 7: electronic energy -980.2205 Eh.